Computed, not measured: a molecular structure, C20H46O3P4PbS, with ωB97M-V/def2-TZVPD.

The molar mass comes out at 697.75 u. For the HOMO energy (alpha / beta), the calculation gives -18.81 / -18.78 eV. As for the total charge: +4. The calculation puts the strongest force on any atom at 6.2 eV/A. The total energy is -2970.3090 Ha. The calculation puts the HOMO-LUMO gap (alpha / beta) at 5.45 / 3.82 eV. As for the spin multiplicity: 1.

Each line ends with the Löwdin charge.
Element x y z (Å)
1 Pb -0.29444 0.44912 0.59351  0.80
2 P 2.10537 1.41774 1.76277  0.69
3 P -2.26020 2.31761 0.92305  0.66
4 P 0.67761 1.29097 -1.78372  0.67
5 H -0.62254 -3.30072 -0.29331  0.05
6 C 0.19591 -2.95974 -0.93260  -0.09
7 C 1.46501 -2.91511 -0.47891  -0.06
8 H 1.70561 -3.21595 0.54687  0.05
9 C 2.52818 0.91695 3.46574  -0.24
10 C 2.08788 3.24336 1.89695  -0.24
11 C 3.68726 1.08375 0.90069  -0.23
12 C -3.69602 1.59636 0.03675  -0.24
13 C -2.84111 2.71047 2.61050  -0.24
14 C -1.85074 3.89222 0.08044  -0.24
15 C 1.87852 0.17102 -2.58255  -0.26
16 C 1.38617 2.96489 -1.85905  -0.23
17 C -0.85588 1.31710 -2.77473  -0.29
18 H -0.07696 -2.64406 -1.95254  0.03
19 H 2.29836 -2.55014 -1.09928  0.06
20 H 2.63670 -0.17435 3.51115  0.05
21 H 1.72972 1.21030 4.15862  0.03
22 H 3.47827 1.37732 3.77232  0.08
23 H 1.25893 3.55119 2.55120  0.05
24 H 1.95066 3.70427 0.90895  0.03
25 H 3.03864 3.58412 2.33258  0.08
26 H 3.86835 -0.00047 0.89953  0.06
27 H 4.50825 1.58438 1.43475  0.08
28 H 3.65411 1.44060 -0.13642  0.03
29 H -4.56954 2.26005 0.04340  0.08
30 H -3.97513 0.64790 0.52225  0.06
31 H -3.43679 1.36562 -1.00844  0.04
32 H -3.71876 3.37070 2.60950  0.08
33 H -2.03863 3.19668 3.18187  0.05
34 H -3.10077 1.78418 3.14251  0.04
35 H -2.64044 4.64515 0.23073  0.08
36 H -1.70714 3.74724 -0.99966  0.04
37 H -0.91138 4.29145 0.49200  0.05
38 H 2.05432 0.42528 -3.63888  0.06
39 H 1.53213 -0.87051 -2.53226  0.00
40 H 2.83819 0.20725 -2.05099  0.05
41 H 1.52628 3.28010 -2.90287  0.08
42 H 2.36010 3.00047 -1.35350  0.05
43 H 0.73053 3.69303 -1.36146  0.04
44 H -0.67011 1.62162 -3.81403  0.07
45 H -1.61062 1.98993 -2.34495  0.03
46 H -1.30975 0.31566 -2.77935  0.01
47 C -0.53885 -2.55667 -5.86490  -0.51
48 C -1.65429 -2.65785 -6.72649  -0.02
49 C -1.90679 -3.86638 -7.38273  0.01
50 C -1.02826 -4.94088 -7.26743  0.06
51 C 0.14931 -4.78747 -6.53130  0.01
52 C 0.41153 -3.59320 -5.87857  -0.06
53 S -0.22693 -1.18335 -4.79883  0.97
54 H -1.41458 -0.67733 -4.31524  -0.06
55 H -2.29038 -1.78275 -6.84764  0.13
56 H -2.81752 -3.95965 -7.99091  0.15
57 H -1.26303 -5.88808 -7.75185  0.15
58 H 0.85712 -5.61178 -6.46328  0.14
59 H 1.35324 -3.45103 -5.35154  0.13
60 C -0.90607 1.40790 5.59237  -0.08
61 O -0.69436 0.63903 4.39787  -0.35
62 P -1.44539 -0.86806 4.19828  1.11
63 O -1.08495 -1.57864 5.62771  -0.30
64 C 0.20339 -1.55142 6.25794  -0.06
65 O -0.40062 -1.59691 3.14484  -0.40
66 C 0.14100 -2.93273 3.24664  -0.05
67 H -0.90822 2.47353 5.30727  0.10
68 H -0.08292 1.23930 6.30582  0.11
69 H -1.86845 1.17698 6.09108  0.12
70 H 1.01156 -1.13734 5.63110  0.09
71 H 0.10788 -0.95338 7.17516  0.11
72 H 0.43895 -2.58813 6.51629  0.12
73 H 1.20927 -2.86542 3.50302  0.12
74 H -0.38840 -3.55316 3.99566  0.12
75 H 0.04266 -3.39014 2.25058  0.09

Force components x, y, z for each atom (eV/Å):
Pb 0.5178 -1.0919 0.4185
P 0.6599 0.8972 0.2998
P -0.3542 0.8904 -0.4969
P 0.0703 0.4624 -0.1214
H 0.2355 -0.0114 -0.2714
C 0.8327 0.3292 0.2740
C -0.8095 0.3320 -0.3220
H 0.0046 -0.0076 -0.4852
C -0.3822 -0.4023 0.1254
C -0.2016 -0.0153 -0.0325
C -0.2833 -0.3542 -0.2532
C 0.1476 -0.3086 0.0679
C 0.2289 -0.0794 0.2366
C -0.0826 0.2953 0.2391
C 0.0521 -0.2999 0.0215
C 0.0200 0.2621 -0.1248
C -0.1349 -0.0638 -0.3060
H 0.2005 -0.2666 0.4844
H -0.4172 -0.3631 0.3220
H 0.0440 0.2102 0.0149
H 0.2567 -0.0029 -0.1587
H -0.2777 -0.0508 -0.1516
H 0.2602 -0.0059 -0.1688
H 0.0798 -0.0771 0.3154
H -0.2782 -0.0393 -0.1339
H 0.0560 0.2893 -0.0524
H -0.2800 -0.1002 -0.1348
H 0.0919 -0.0657 0.2693
H 0.2505 -0.0295 0.0650
H 0.0231 0.2931 -0.1195
H -0.0504 0.1512 0.3424
H 0.1902 -0.1609 -0.1725
H -0.1742 -0.0330 -0.2424
H -0.0399 0.2096 -0.2380
H 0.2079 -0.2450 -0.0819
H -0.1494 -0.0540 0.3318
H -0.3062 -0.0804 -0.0403
H -0.1008 0.1349 0.3522
H -0.0168 0.3702 0.0364
H -0.2235 0.1586 -0.0795
H -0.0092 -0.0921 0.2252
H -0.2064 -0.1249 -0.1798
H 0.0934 -0.2513 -0.1843
H -0.0131 0.0291 0.2337
H 0.3784 -0.0434 -0.0944
H 0.1834 0.2985 0.2549
C -0.5964 1.0145 0.2238
C -0.9530 -0.7718 -0.5055
C -1.0818 1.9374 0.0741
C -0.1428 -0.4758 -0.0245
C 1.0037 0.6006 0.7672
C 1.0599 -1.1280 -0.0141
S 0.0480 -0.8843 -0.3326
H 0.2107 -0.8240 -1.2624
H -0.1082 -0.3886 -0.0253
H 0.5360 0.0770 0.2349
H 0.1203 0.2043 0.0469
H -0.0886 0.2539 -0.0387
H -0.2013 -0.2028 0.0308
C -0.6146 1.0725 0.9812
O -1.2451 -2.2081 -1.4899
P 5.3585 -0.6348 3.0976
O -2.3973 0.7959 -2.8487
C 1.0735 0.1347 0.8459
O -1.7928 1.8284 0.7465
C -0.0243 -1.2723 -0.0390
H -0.0308 -0.5586 0.0539
H -0.2468 -0.1725 -0.3940
H 0.5317 0.0170 -0.2699
H -0.5064 -0.1013 0.0125
H 0.0703 -0.3004 -0.2906
H -0.0816 0.2298 -0.0029
H -0.4022 0.2062 0.0468
H 0.2717 0.4595 -0.3729
H -0.0644 0.1983 0.4648